# 1
Entry from OMol25: 9 unconnected molecules or ions with the total composition C22H65N3O9 (ωB97M-V/def2-TZVPD).

```
99
Properties=species:S:1:pos:R:3:lowdin_charge:R:1
H 1.95 -0.18 1.04 0.081
H 0.28 -8.62 1.46 0.076
H -2.77 -2.08 2.80 0.034
H 0.98 -4.46 1.97 0.115
H 2.00 3.06 2.66 0.043
H -1.54 -1.33 0.60 0.010
H 0.45 -1.58 4.35 0.072
C 3.94 1.17 -1.81 -0.297
N -4.11 -1.91 -1.06 0.026
H -5.00 -1.52 -0.76 0.097
C 0.27 0.75 0.11 -0.278
C 0.70 -6.57 1.81 -0.444
H -0.18 -2.25 2.85 0.036
H -3.03 -1.77 0.34 0.009
O -0.12 -0.43 -0.60 -0.099
H -0.67 -4.87 1.59 0.135
H -0.13 -7.58 0.12 0.075
H 1.44 1.15 1.90 0.062
H -5.52 -0.86 -3.15 0.083
H -1.74 -0.85 5.16 0.107
H -4.34 -2.81 -1.46 0.095
H -0.62 -3.03 4.31 0.071
C 0.37 -5.14 1.34 -0.237
H -2.16 2.91 -3.23 0.084
H -0.60 1.39 0.31 0.097
O 2.19 4.21 -1.98 -0.090
C -0.18 -7.66 1.21 -0.057
H 4.51 1.99 -1.38 0.112
O 1.79 -0.48 -4.40 -0.102
H -0.62 5.50 3.13 0.127
H -2.52 3.77 2.89 0.093
H 1.74 -6.78 1.55 0.137
C -2.84 2.49 -2.49 -0.107
C -1.69 -1.18 4.12 -0.301
H -0.55 -0.17 -1.42 0.078
C -3.59 -1.07 -2.19 -0.398
O -2.83 -1.97 3.77 -0.111
H -1.19 -7.54 1.59 0.078
N 0.64 -6.68 3.27 0.025
H 1.44 5.61 -0.69 0.095
H 2.42 2.31 -2.40 0.050
C -3.49 0.35 -1.65 -0.213
N 2.39 3.99 2.63 0.054
C 0.54 -3.70 -0.52 -0.084
H -2.60 -1.48 -2.37 0.140
H -3.01 0.39 -0.66 0.116
H 1.07 -3.60 -1.47 0.059
H 1.53 6.21 -2.29 0.116
H 5.25 0.63 -3.41 0.084
H 4.39 -0.78 -2.80 0.063
H -4.49 0.74 -1.43 0.136
H -0.46 4.08 -1.15 0.053
H 1.32 4.60 4.25 0.142
H -1.75 3.12 1.41 0.069
H 0.88 -3.01 0.26 0.082
C 0.00 4.71 2.66 -0.228
O -2.67 1.10 -2.52 -0.175
C 1.87 6.36 3.18 -0.061
O -0.45 3.44 3.01 -0.180
O 2.89 1.52 -2.71 -0.104
H 2.59 4.24 1.67 0.062
H -0.80 5.63 -1.92 0.084
H -0.02 4.89 1.58 0.120
H 0.51 -1.64 -3.28 0.099
H -3.86 2.81 -2.74 0.094
H 1.59 -3.29 -4.76 0.076
C 1.01 0.31 1.33 -0.056
C -1.73 3.11 2.51 -0.106
H 3.18 -2.65 -4.36 0.074
H 2.84 6.51 3.66 0.078
H 0.95 1.33 -0.53 0.104
H 5.68 -0.12 -1.88 0.078
H 0.98 -5.83 3.70 0.062
H -0.32 -6.75 3.61 0.068
H -0.15 4.27 -2.86 0.076
C -4.50 -1.19 -3.39 -0.055
H 3.11 4.45 -1.85 0.098
H -0.51 -3.44 -0.72 0.085
H 2.05 -1.14 -2.52 0.095
H 2.06 0.32 -3.93 0.035
C -0.10 4.79 -1.90 -0.082
H 0.51 -0.32 2.05 0.053
H 2.00 6.75 2.17 0.071
H 1.13 6.99 3.67 0.076
C -0.43 -2.04 3.89 -0.100
H -4.62 -2.20 -3.80 0.079
C 4.84 0.17 -2.51 -0.072
C 1.31 5.30 -1.74 -0.296
H -1.92 2.09 2.83 0.081
H -1.67 -0.31 3.46 0.083
O 0.65 -5.01 -0.01 -0.173
H 2.25 -3.54 -3.17 0.056
O -2.29 -1.80 1.02 -0.097
C 1.41 4.91 3.20 -0.444
C 2.17 -2.80 -3.97 -0.085
H -2.58 2.95 -1.53 0.076
H -4.18 -0.54 -4.20 0.083
C 1.59 -1.52 -3.43 -0.321
H 3.44 0.69 -0.95 0.098
```

Computed properties:
Multiplicity = 1
HOMO energy = -9.01 eV
Lowest unoccupied orbital energy = 0.27 eV
SMILES string = COC[C@H](C)N.COC[C@H](C)N.COC[C@H](C)N.CCO.CCO.CCO.CCO.CCO.O

# 2
Entry from OMol25: a molecular structure, C23H22Cl2N6O2PdS (ωB97M-V/def2-TZVPD).

```
57
Properties=species:S:1:pos:R:3:nbo_charge:R:1
C 1.36 0.57 2.41 0.393
H 0.92 3.18 2.28 0.222
C -2.44 -1.21 -1.67 0.358
H -4.55 -1.32 -1.12 0.261
C -3.00 3.11 0.84 -0.112
C 4.34 -1.54 -1.95 -0.207
H -0.45 0.02 4.15 0.223
C -3.12 1.75 1.05 -0.203
H -3.75 3.79 1.22 0.254
N -0.37 -0.53 -2.61 -0.526
C -1.49 -1.14 -2.84 0.302
N 2.12 -0.72 -1.71 -0.423
N -1.91 -1.14 -0.52 -0.454
H 2.05 -1.63 1.23 0.210
Cl -3.81 -2.49 -5.76 0.171
H -0.08 3.03 -0.85 0.232
C 1.57 2.92 3.10 -0.413
C -1.95 -1.64 -4.10 -0.303
C 1.24 -1.84 1.93 -0.409
H 1.11 1.25 5.45 0.223
N 1.52 1.48 3.37 -0.388
O 0.44 -0.18 -4.77 -0.460
N -1.08 1.37 -0.14 -0.442
C -3.84 -1.38 -1.94 -0.304
C -0.96 2.69 -0.33 0.064
Pd 0.50 0.18 -0.82 0.753
H 1.57 -2.63 2.60 0.231
H 1.24 3.43 4.00 0.228
C 3.00 -1.20 -3.89 -0.168
C 3.28 -1.09 -1.17 0.077
H 0.52 -1.37 4.68 0.219
C 0.64 -0.46 -3.62 0.653
C -1.91 3.59 0.13 -0.225
H 2.75 1.75 5.02 0.233
C -3.25 -1.94 -4.26 0.017
H 3.38 -0.98 -0.10 0.228
Cl -5.87 -2.10 -3.48 0.155
H 0.37 -2.20 1.38 0.216
H -3.95 1.33 1.60 0.261
C -4.24 -1.76 -3.17 -0.002
N 0.93 -0.66 2.72 -0.399
S 1.83 1.06 0.81 -0.110
H -1.28 -1.70 -4.95 0.278
H -0.77 -1.58 3.48 0.243
H 2.59 3.23 2.87 0.224
H 5.26 -1.84 -1.46 0.257
C 0.01 -0.91 3.83 -0.418
H 2.83 -1.22 -4.96 0.268
C 1.92 1.11 4.73 -0.416
O -2.49 -1.15 1.72 -0.513
C 4.21 -1.60 -3.32 -0.111
C 1.99 -0.79 -3.05 0.076
H 2.26 0.08 4.76 0.223
C -2.15 0.91 0.54 0.109
H -1.78 4.65 -0.06 0.258
H 5.03 -1.93 -3.94 0.257
C -2.27 -0.59 0.68 0.630
```

Computed properties:
Total charge = +2
Multiplicity = 1
HOMO energy = -14.72 eV
Lowest unoccupied orbital energy = -7.77 eV

# 3
Entry from OMol25: a molecular structure, C2H6ClISi (ωB97M-V/def2-TZVPD).

```
11
Properties=species:S:1:pos:R:3:nbo_charge:R:1
Si 0.53 -0.70 0.04 1.158
I 0.04 -1.96 2.19 -0.245
H -2.49 -0.15 -0.37 0.213
C -1.64 -0.20 -1.02 -0.840
H -1.59 0.82 -1.54 0.208
H 1.58 1.76 0.02 0.247
Cl 1.41 -1.89 -1.28 -0.340
H 0.52 1.42 1.32 0.255
C 1.28 0.97 0.74 -1.100
H -1.51 -0.98 -1.68 0.194
H 1.88 0.92 1.59 0.249
```

Computed properties:
Multiplicity = 1
HOMO energy = -9.08 eV
Lowest unoccupied orbital energy = 0.31 eV

# 4
Entry from OMol25: a molecular structure, C12H35N3O5Sr (ωB97M-V/def2-TZVPD).

```
56
Properties=species:S:1:pos:R:3:nbo_charge:R:1
H 19.83 12.14 19.31 0.373
H 23.62 9.39 21.67 0.169
H 16.40 13.64 17.90 0.216
C 23.87 13.00 15.66 -0.072
Sr 20.47 13.14 16.33 1.827
H 20.36 11.25 13.61 0.235
O 23.11 11.39 21.47 -0.544
H 19.17 17.68 21.40 0.191
H 19.46 15.50 16.52 0.438
C 18.01 15.30 19.50 -0.059
H 18.55 14.48 19.99 0.154
H 18.04 12.94 17.91 0.214
H 17.44 13.75 16.49 0.235
C 21.44 11.16 13.56 -0.253
O 18.62 16.53 19.81 -0.548
H 24.97 11.37 16.64 0.223
H 24.41 12.66 17.71 0.210
C 21.93 11.25 20.72 -0.066
H 19.82 16.05 17.93 0.377
H 24.81 13.46 15.34 0.183
H 17.48 17.15 21.44 0.166
C 18.02 15.12 18.00 -0.073
C 23.33 12.28 14.44 -0.065
H 23.33 14.67 16.76 0.370
N 22.90 14.06 16.07 -0.888
C 21.80 12.43 19.78 -0.075
H 18.82 10.26 15.93 0.443
C 21.53 13.70 20.54 -0.622
O 21.98 11.90 14.64 -0.591
H 21.94 10.30 20.16 0.162
H 21.05 11.22 21.39 0.159
H 21.83 11.52 12.60 0.170
H 16.97 15.28 19.86 0.169
H 24.20 10.51 22.93 0.196
H 17.46 15.97 17.59 0.181
C 18.50 16.84 21.17 -0.243
H 19.79 15.03 13.96 0.447
C 23.37 10.26 22.28 -0.247
H 22.73 12.51 19.22 0.194
H 20.86 11.27 18.38 0.375
H 23.93 11.37 14.29 0.176
C 17.44 13.78 17.58 -0.629
H 18.80 16.01 21.81 0.161
N 20.70 12.20 18.79 -0.879
O 19.04 11.19 16.03 -1.390
H 22.51 10.03 22.92 0.168
H 22.82 14.68 15.26 0.399
H 23.27 11.46 17.06 0.205
H 22.28 13.81 21.34 0.228
C 24.15 12.06 16.83 -0.619
H 21.64 14.58 19.91 0.223
O 20.15 15.04 14.85 -1.371
H 21.67 10.09 13.67 0.175
H 23.43 12.90 13.54 0.179
N 19.42 15.20 17.52 -0.954
H 20.56 13.68 21.03 0.200
```

Computed properties:
Multiplicity = 1
HOMO energy = -7.75 eV
Lowest unoccupied orbital energy = 0.36 eV

Which formula does entry 4 have? C12H35N3O5Sr

Among the records above, which one has the lowest lowest unoccupied orbital energy? C23H22Cl2N6O2PdS

Among the records above, which one has the highest HOMO energy? C12H35N3O5Sr